(1)
Computed, not measured: a cluster of 3 separate species, C5H17NO2 in total, with the ωB97M-V functional and the def2-TZVPD basis.

Cartesian coordinates (Å):
C: -1.02947 0.35228 2.38375
C: -0.37499 0.53662 1.01527
C: 1.14664 0.75028 1.01257
C: 1.89048 -0.01429 -0.09909
N: 1.28908 -0.01406 -1.40532
C: 1.32191 1.25496 -2.09753
H: -1.99238 -0.13198 2.20592
H: -1.29735 1.31414 2.82421
H: -0.49956 -0.29619 3.09302
H: -0.74565 -0.19191 0.28466
H: -0.80833 1.43863 0.56538
H: 1.35550 1.81828 0.85948
H: 1.55761 0.50106 1.98558
H: 2.89099 0.40878 -0.19743
H: 2.09018 -1.04187 0.23698
H: 0.34091 -0.36126 -1.41478
H: 1.16780 2.11663 -1.43571
H: 2.21274 1.36614 -2.71872
H: 0.51980 1.26984 -2.84061
O: -2.45992 -2.31986 0.92500
H: -1.69302 -2.38290 1.49877
H: -2.15948 -2.29190 0.00813
O: -1.47524 -1.36826 -1.85177
H: -1.35331 -2.07080 -2.49927
H: -1.89494 -0.64237 -2.33850

Values from the calculation:
ΔE to the lowest compared entry with this formula, charge and spin = 21.94 kcal per mole
LUMO = 0.373 eV
Charge = 0
Calculated total energy = -405.9075 a.u.
HOMO energy = -8.421 eV
Molecular weight = 123.2 g mol⁻¹
Gap between HOMO and LUMO = 8.795 eV

(2)
Computed, not measured: a cluster of 3 separate species, C5H17NO2 in total at a distorted geometry, with the ωB97M-V functional and the def2-TZVPD basis.

Cartesian coordinates (Å):
C: 2.19354 0.31939 -1.16236
C: 0.91762 -0.07315 -0.38173
C: 1.31258 -0.75812 0.92417
C: 1.99343 0.24257 1.88097
N: -0.07845 -1.19559 1.47015
C: -0.18385 -2.22438 2.45204
H: 2.94022 0.89155 -0.58834
H: 1.83500 0.89542 -2.15034
H: 2.65469 -0.65777 -1.57111
H: 0.32381 0.90431 -0.29880
H: 0.27843 -0.77893 -1.05955
H: 1.98433 -1.55884 0.95839
H: 1.49669 0.51375 2.82985
H: 3.02310 -0.00027 2.28886
H: 2.13305 1.18324 1.44720
H: -0.61202 -0.36132 1.74357
H: 0.11692 -3.16302 1.92988
H: -1.29568 -2.34274 2.79817
H: 0.49520 -2.01904 3.31091
O: -2.96827 1.99920 -5.07250
H: -2.21224 1.52118 -4.62490
H: -3.58712 2.42112 -4.52534
O: -4.50295 1.48433 -1.18761
H: -3.74064 0.74588 -1.07459
H: -4.51738 2.01122 -0.33700

Values from the calculation:
ΔE to the lowest compared entry with this formula, charge and spin = 58.46 kcal per mole
LUMO = 0.316 eV
Charge = 0
Calculated total energy = -405.8493 a.u.
HOMO energy = -8.538 eV
Molecular weight = 123.2 g mol⁻¹
Gap between HOMO and LUMO = 8.854 eV

(3)
Computed, not measured: a cluster of 3 separate species, C5H17NO2 in total at a distorted geometry, with the ωB97M-V functional and the def2-TZVPD basis.

Cartesian coordinates (Å):
C: -0.59079 -1.55572 2.23309
C: 0.26822 -0.65061 1.38065
C: -0.61381 0.28616 0.50387
C: -1.05856 1.55524 1.24074
N: 0.20346 0.49116 -0.72640
C: -0.24200 1.64754 -1.71424
H: -1.12010 -1.07247 3.06121
H: -0.05955 -2.59472 2.70176
H: -1.29413 -2.19934 1.62515
H: 0.93154 -0.01259 2.11122
H: 1.13365 -1.13729 0.80256
H: -1.52532 -0.22401 0.24344
H: -1.76518 2.24062 0.73724
H: -1.53368 1.14397 2.11386
H: -0.14044 2.04342 1.61548
H: 1.21353 0.65692 -0.56241
H: 0.47493 1.58268 -2.54551
H: -0.04561 2.64833 -1.22081
H: -1.25669 1.36867 -2.05989
O: -1.20105 -2.60930 -2.60072
H: -1.18130 -1.66934 -2.08137
H: -0.91465 -2.18055 -3.44462
O: 3.21967 0.35906 -0.97832
H: 3.55897 -0.33016 -0.49739
H: 3.53888 0.21234 -1.93857

Values from the calculation:
ΔE to the lowest compared entry with this formula, charge and spin = 56.22 kcal per mole
LUMO = 0.569 eV
Charge = 0
Calculated total energy = -405.8528 a.u.
HOMO energy = -8.483 eV
Molecular weight = 123.2 g mol⁻¹
Gap between HOMO and LUMO = 9.053 eV

(4)
Computed, not measured: a cluster of 3 separate species, C5H17NO2 in total, with the ωB97M-V functional and the def2-TZVPD basis.

Cartesian coordinates (Å):
C: 0.42599 -1.87817 -1.07380
C: -1.01122 -1.51121 -0.68717
C: -1.26499 -0.00239 -0.76575
C: -0.46936 0.83098 0.24809
C: -0.64339 2.31653 -0.04153
N: -0.87630 0.46756 1.61752
H: 1.15668 -1.44005 -0.38536
H: 0.65319 -1.50266 -2.07807
H: 0.57878 -2.96564 -1.10385
H: -1.67194 -2.03846 -1.38530
H: -1.24193 -1.89531 0.30488
H: -1.01651 0.36390 -1.76193
H: -2.34036 0.21490 -0.59114
H: 0.60081 0.62086 0.12330
H: -0.30556 2.58091 -1.05208
H: -0.13550 2.93730 0.69279
H: -1.69548 2.61789 0.00275
H: -0.46410 1.12645 2.26724
H: -1.88350 0.46273 1.70165
O: 1.27249 -1.34931 2.29374
H: 0.45265 -0.86079 2.06914
H: 0.97501 -2.25874 2.40565
O: 2.59293 1.08459 -1.06478
H: 3.40246 0.94631 -1.57753
H: 2.90915 1.13183 -0.15844

Values from the calculation:
ΔE to the lowest compared entry with this formula, charge and spin = 0.00 kcal per mole
LUMO = 0.770 eV
Charge = 0
Calculated total energy = -405.9424 a.u.
HOMO energy = -9.595 eV
Molecular weight = 123.2 g mol⁻¹
Gap between HOMO and LUMO = 10.365 eV

(5)
Computed, not measured: a cluster of 4 separate species, C5H17NO2 in total at a distorted geometry, with the ωB97M-V functional and the def2-TZVPD basis.

Cartesian coordinates (Å):
C: 0.35893 -1.59010 -1.78921
C: 0.99441 -0.90616 -0.65492
N: -0.08029 -0.38839 0.23054
C: 0.45888 0.22536 1.45293
C: -0.50794 0.82616 2.45842
C: -1.06741 -1.41151 0.57453
H: -0.31417 -0.79211 -2.11132
H: -0.26467 -2.45117 -1.55222
H: 1.04983 -1.86532 -2.58298
H: 1.75154 -1.46734 -0.07704
H: 1.48902 0.01353 -0.97232
H: 0.92862 -0.63270 1.97307
H: 1.20001 0.95827 1.15100
H: 0.03430 1.34356 3.24597
H: -1.09447 1.58277 1.92454
H: -1.20193 0.08584 2.84464
H: -1.70617 -1.08605 1.38753
H: -1.53214 -1.84540 -0.30171
H: -0.56604 -2.29015 1.04217
H: -0.03099 1.94376 -3.12200
H: -0.90401 0.58869 -1.25533
O: 0.06492 1.30008 -2.41080
H: 0.35235 3.39584 -0.24564
H: 0.19670 2.02061 -1.06015
O: 0.39071 2.44192 -0.14971

Values from the calculation:
ΔE to the lowest compared entry with this formula, charge and spin = 105.61 kcal per mole
LUMO = -0.116 eV
Charge = 0
Calculated total energy = -405.7741 a.u.
HOMO energy = -9.316 eV
Molecular weight = 123.2 g mol⁻¹
Gap between HOMO and LUMO = 9.200 eV

(6)
Computed, not measured: a cluster of 4 separate species, C5H17NO4 in total at a distorted geometry, with the ωB97M-V functional and the def2-TZVPD basis.

Cartesian coordinates (Å):
C: -2.30929 -2.12649 -0.88461
C: -2.03104 -0.65775 -1.20136
C: -0.91633 -0.23195 -0.23960
C: 0.37733 -0.50484 -0.96017
N: -1.16546 1.20555 0.10682
C: -0.90809 1.65602 1.38036
O: -0.42968 1.11573 2.32716
H: -3.24607 -2.26414 -0.30866
H: -2.42148 -2.72684 -1.78933
H: -1.55516 -2.52974 -0.15307
H: -1.73405 -0.46846 -2.24872
H: -2.96382 -0.11340 -1.03253
H: -0.91744 -0.65463 0.76427
H: 1.27477 -0.23541 -0.45777
H: 0.50039 0.04799 -1.91285
H: 0.57279 -1.52931 -0.96784
H: -1.36791 1.74977 -0.71819
H: -1.18066 2.66174 1.27929
O: 3.73252 1.10403 0.95942
H: 3.19390 1.77719 0.63558
H: 3.18604 0.33885 0.81706
O: 2.27160 1.80024 -1.46772
H: 2.09056 2.75308 -1.38398
H: 1.49478 1.38851 -1.03249
O: 1.28660 -1.31360 2.56509
H: 2.11791 -1.70312 2.90028
H: 1.04729 -0.53898 3.02357

Values from the calculation:
ΔE to the lowest compared entry with this formula, charge and spin = 31.48 kcal per mole
LUMO = 0.420 eV
Charge = 0
Calculated total energy = -556.3840 a.u.
HOMO energy = -10.078 eV
Molecular weight = 155.2 g mol⁻¹
Gap between HOMO and LUMO = 10.498 eV

(7)
Computed, not measured: a cluster of 4 separate species, C5H17NO4S in total at a distorted geometry, with the ωB97M-V functional and the def2-TZVPD basis.

Cartesian coordinates (Å):
C: -0.41392 -2.86700 -0.04041
C: -0.31397 -1.87008 -1.24866
N: 0.75186 -0.82841 -1.08491
C: 0.32358 0.39391 -0.57839
O: -0.85912 0.44683 -0.11998
C: 1.18148 1.55553 -0.30504
C: 2.08852 1.83582 -1.45830
S: 1.03393 2.05395 -3.01838
H: -1.03942 -3.68864 -0.48243
H: 0.58928 -3.19122 0.18370
H: -0.93228 -2.32008 0.71956
H: -0.05245 -2.34982 -2.20817
H: -1.38682 -1.53609 -1.35851
H: 1.71213 -1.24968 -0.90745
H: 0.65105 2.55496 -0.09742
H: 1.65530 1.41299 0.68043
H: 2.75618 1.01642 -1.68763
H: 2.74795 2.74014 -1.36568
H: 0.12845 3.03057 -2.67503
O: -0.75479 1.97615 1.99344
H: -1.62643 1.71096 2.25711
H: -0.87829 1.79077 1.00027
O: -3.15316 -0.48010 1.74306
H: -2.92870 -0.95941 2.58394
H: -2.46743 -0.75052 1.13741
O: 0.75704 -0.13623 2.10488
H: 0.14554 0.64094 2.21145
H: 0.28448 -0.93269 2.02115

Values from the calculation:
ΔE to the lowest compared entry with this formula, charge and spin = 43.42 kcal per mole
LUMO = 0.503 eV
Charge = 0
Calculated total energy = -954.5819 a.u.
HOMO energy = -9.294 eV
Molecular weight = 187.3 g mol⁻¹
Gap between HOMO and LUMO = 9.797 eV

(8)
Computed, not measured: a cluster of 4 separate species, C5H17NO5 in total at a distorted geometry, with the ωB97M-V functional and the def2-TZVPD basis.

Cartesian coordinates (Å):
C: -2.13604 1.17005 -1.97982
C: -1.39536 0.78827 -0.72602
O: -2.16667 -0.22326 -0.06414
C: 0.19662 0.30684 -0.73216
C: 0.87676 1.17449 0.25783
N: 0.19778 -1.11284 -0.39275
C: 1.47228 -1.72026 -0.17325
O: 1.54413 -2.91584 -0.01730
H: -2.05276 0.29662 -2.65712
H: -1.79471 2.12504 -2.49513
H: -3.19854 1.37692 -1.83437
H: -1.49758 1.50996 0.15870
H: -2.91812 -0.45574 -0.49820
H: 0.39034 0.20417 -1.92338
H: 0.24205 1.21994 1.17563
H: 1.86890 0.89935 0.56982
H: 1.04012 2.17573 -0.02412
H: -0.68893 -1.46459 -0.08196
H: 2.17883 -0.92993 -0.10670
O: -1.07031 -0.34012 2.90629
H: -1.22180 -0.68455 3.76279
H: -1.59628 0.30424 2.46048
O: 1.64704 0.93522 3.90027
H: 1.23391 0.19009 3.31968
H: 1.28166 1.63134 4.26956
O: 1.16230 1.00181 -3.63408
H: 0.47866 0.86227 -4.28239
H: 1.86871 0.25368 -3.75000

Values from the calculation:
ΔE to the lowest compared entry with this formula, charge and spin = 93.28 kcal per mole
LUMO = 0.436 eV
Charge = 0
Calculated total energy = -631.5489 a.u.
HOMO energy = -8.786 eV
Molecular weight = 171.2 g mol⁻¹
Gap between HOMO and LUMO = 9.222 eV

Which of these has the highest LUMO?
number 4